Entry 1:
A molecular structure, C47H35ClFNO9Si2 at a distorted geometry. Source: the Open Molecules 2025 dataset; level of theory: ωB97M-V/def2-TZVPD.

Cartesian coordinates (Å):
C (9.851, -0.174, -0.464)
C (8.967, 0.491, -1.718)
C (7.520, 0.937, -1.012)
Cl (6.458, -0.606, -0.860)
Si (6.648, 2.403, -1.904)
O (4.984, 1.921, -2.348)
Si (3.896, 2.448, -1.041)
C (2.661, 0.964, -0.681)
O (1.357, 1.261, -0.835)
N (3.219, -0.380, -0.266)
C (3.080, -1.433, -1.343)
O (2.591, -1.173, -2.584)
F (3.540, -2.837, -1.068)
H (10.419, 0.690, 0.117)
H (9.096, -0.667, 0.311)
H (10.563, -1.023, -0.843)
H (8.818, -0.348, -2.548)
H (9.520, 1.417, -2.204)
H (7.825, 1.312, 0.077)
H (7.430, 2.708, -3.113)
H (6.557, 3.617, -1.058)
H (4.657, 2.779, 0.190)
H (3.161, 3.683, -1.383)
H (2.870, -0.698, 0.665)
C (-0.866, 0.049, -1.305)
C (-1.038, -1.335, -1.295)
C (-2.026, -1.910, -0.494)
C (-2.836, -1.099, 0.311)
C (-2.647, 0.282, 0.319)
C (-1.667, 0.859, -0.499)
C (-3.462, 1.143, 1.201)
O (-3.299, 2.357, 1.207)
C (-4.469, 0.519, 2.082)
C (-5.209, 1.316, 2.965)
C (-6.173, 0.736, 3.791)
C (-6.408, -0.638, 3.732)
C (-5.669, -1.435, 2.858)
C (-4.691, -0.857, 2.038)
C (-3.889, -1.714, 1.142)
O (-4.092, -2.922, 1.093)
H (-0.103, 0.498, -1.937)
H (-0.406, -1.968, -1.914)
H (-2.158, -2.991, -0.495)
H (-1.523, 1.938, -0.508)
H (-5.034, 2.390, 3.015)
H (-6.743, 1.356, 4.480)
H (-7.164, -1.089, 4.371)
H (-5.854, -2.508, 2.821)
C (1.262, 7.579, -9.572)
C (2.356, 6.792, -9.931)
C (2.729, 5.709, -9.134)
C (2.013, 5.419, -7.966)
C (0.935, 6.221, -7.593)
C (0.551, 7.297, -8.404)
C (0.204, 5.955, -6.338)
O (-0.745, 6.656, -6.012)
C (0.639, 4.836, -5.477)
C (-0.009, 4.608, -4.256)
C (0.387, 3.545, -3.442)
C (1.422, 2.703, -3.848)
C (2.072, 2.931, -5.062)
C (1.686, 4.006, -5.873)
C (2.404, 4.261, -7.138)
O (3.316, 3.524, -7.494)
H (0.966, 8.418, -10.198)
H (2.918, 7.020, -10.834)
H (3.580, 5.095, -9.423)
H (-0.298, 7.919, -8.127)
H (-0.819, 5.259, -3.932)
H (-0.113, 3.373, -2.492)
H (1.726, 1.870, -3.218)
H (2.883, 2.272, -5.370)
C (-2.762, -4.729, 3.059)
C (-1.889, -5.781, 3.335)
C (-1.944, -6.429, 4.570)
C (-2.867, -6.015, 5.538)
C (-3.723, -4.947, 5.271)
C (-3.678, -4.310, 4.025)
C (-4.667, -4.470, 6.303)
O (-5.422, -3.534, 6.068)
C (-4.682, -5.131, 7.623)
C (-5.531, -4.651, 8.629)
C (-5.561, -5.279, 9.877)
C (-4.753, -6.389, 10.119)
C (-3.902, -6.866, 9.120)
C (-3.860, -6.228, 7.873)
C (-2.931, -6.717, 6.835)
O (-2.217, -7.690, 7.049)
H (-2.725, -4.230, 2.093)
H (-1.166, -6.099, 2.587)
H (-1.263, -7.253, 4.777)
H (-4.353, -3.484, 3.804)
H (-6.167, -3.787, 8.447)
H (-6.217, -4.902, 10.658)
H (-4.782, -6.883, 11.088)
H (-3.271, -7.730, 9.318)

Summary:
E_tot   -100218.436 eV
Orbital gap   8.145 eV
HOMO level   -9.5811 eV
Charge   0

***

Entry 2:
A molecular structure, C6H13N3 at a distorted geometry. Source: the Open Molecules 2025 dataset; level of theory: ωB97M-V/def2-TZVPD.

Cartesian coordinates (Å):
C (1.985, -0.326, 0.798)
C (-1.860, 0.427, 1.384)
C (-0.925, -0.522, 0.688)
C (0.761, 0.515, 0.556)
N (-0.751, -1.719, 1.084)
N (0.662, 1.751, 0.783)
H (1.510, 2.173, 1.176)
H (-0.215, -2.363, 0.515)
H (1.753, -1.383, 0.919)
H (2.670, -0.234, -0.049)
H (-1.538, 0.543, 2.418)
H (-1.838, 1.408, 0.917)
H (-2.866, 0.006, 1.362)
H (2.517, -0.012, 1.700)
C (0.345, -0.743, -2.108)
C (-0.486, 0.305, -1.449)
N (-0.824, 1.408, -1.907)
H (-1.289, 2.096, -1.327)
H (-1.271, -0.350, -0.616)
H (1.310, -0.302, -2.360)
H (0.495, -1.603, -1.460)
H (-0.145, -1.073, -3.025)

Summary:
E_tot   -10897.596 eV
Orbital gap   7.764 eV
HOMO level   -7.5348 eV
Charge   0

***

Entry 3:
A molecular structure, C40H45Br3O5P2. Source: the Open Molecules 2025 dataset; level of theory: ωB97M-V/def2-TZVPD.

Cartesian coordinates (Å):
C (4.171, -0.210, 4.191)
O (2.915, -0.154, 3.493)
P (2.930, 0.253, 1.973)
O (3.598, 1.503, 1.648)
O (1.418, 0.085, 1.534)
C (0.310, 0.728, 2.163)
Br (0.783, 2.389, 3.021)
C (-0.539, -0.250, 3.036)
C (-0.016, -1.674, 3.096)
Br (-0.820, 0.384, 4.856)
O (3.689, -0.934, 1.180)
P (3.478, -2.550, 1.048)
O (2.829, -3.003, 2.468)
Br (1.658, -2.668, -0.243)
H (4.233, 0.637, 4.871)
H (4.186, -1.135, 4.762)
H (5.017, -0.189, 3.504)
H (-0.338, 1.050, 1.353)
H (-1.540, -0.270, 2.612)
H (-0.752, -2.242, 3.668)
H (0.029, -2.115, 2.102)
H (0.923, -1.752, 3.635)
H (3.447, -3.606, 2.903)
C (0.806, 0.787, -1.651)
C (0.056, 0.755, -2.820)
C (0.043, 1.856, -3.665)
C (0.783, 2.985, -3.343)
C (1.534, 3.015, -2.176)
C (1.546, 1.917, -1.326)
H (0.814, -0.073, -0.995)
H (-0.515, -0.131, -3.074)
H (-0.543, 1.833, -4.575)
H (0.775, 3.843, -4.003)
H (2.113, 3.896, -1.927)
H (2.133, 1.946, -0.416)
C (0.513, 7.417, 3.544)
C (0.549, 8.158, 2.370)
C (1.252, 7.684, 1.271)
C (1.912, 6.464, 1.342)
C (1.871, 5.722, 2.514)
C (1.176, 6.200, 3.616)
H (-0.038, 7.786, 4.400)
H (0.027, 9.105, 2.312)
H (1.283, 8.264, 0.357)
H (2.454, 6.088, 0.484)
H (2.385, 4.771, 2.564)
H (1.146, 5.622, 4.532)
C (-4.925, 8.317, 3.421)
C (-5.731, 7.289, 3.889)
C (-5.237, 5.993, 3.950)
C (-3.936, 5.726, 3.547)
C (-3.129, 6.755, 3.081)
C (-3.624, 8.049, 3.016)
H (-5.310, 9.328, 3.372)
H (-6.745, 7.498, 4.207)
H (-5.868, 5.190, 4.311)
H (-3.549, 4.716, 3.598)
H (-2.113, 6.548, 2.769)
H (-2.995, 8.850, 2.648)
C (-3.607, -4.414, 2.197)
C (-2.790, -3.635, 1.390)
C (-3.206, -2.374, 0.983)
C (-4.441, -1.892, 1.393)
C (-5.257, -2.667, 2.206)
C (-4.841, -3.929, 2.606)
H (-3.279, -5.398, 2.509)
H (-1.828, -4.016, 1.068)
H (-2.573, -1.769, 0.345)
H (-4.771, -0.910, 1.077)
H (-6.219, -2.287, 2.526)
H (-5.480, -4.535, 3.235)
C (-1.104, -3.907, -5.412)
C (-1.322, -4.038, -4.047)
C (-0.279, -3.830, -3.155)
C (0.981, -3.485, -3.626)
C (1.199, -3.354, -4.991)
C (0.157, -3.567, -5.884)
H (-1.916, -4.071, -6.108)
H (-2.305, -4.302, -3.678)
H (-0.449, -3.940, -2.091)
H (1.794, -3.321, -2.931)
H (2.180, -3.085, -5.360)
H (0.329, -3.469, -6.948)
C (3.999, -7.183, -5.073)
C (4.300, -8.274, -5.878)
C (3.343, -8.780, -6.746)
C (2.087, -8.193, -6.814)
C (1.786, -7.101, -6.012)
C (2.742, -6.598, -5.140)
H (4.745, -6.788, -4.395)
H (5.281, -8.729, -5.828)
H (3.576, -9.633, -7.371)
H (1.341, -8.587, -7.494)
H (0.809, -6.638, -6.062)
H (2.501, -5.750, -4.513)

Summary:
E_tot   -281156.853 eV
Orbital gap   9.161 eV
HOMO level   -9.1397 eV
Charge   0

***

Entry 4:
A molecular structure, C29H23FNO10P2W. Source: the Open Molecules 2025 dataset; level of theory: ωB97M-V/def2-TZVPD.

Cartesian coordinates (Å):
W (-1.163, 1.553, -2.315)
C (3.434, 4.320, 2.970)
C (3.867, 2.912, 2.595)
C (5.323, 2.878, 2.165)
C (5.752, 1.456, 1.858)
C (4.841, 0.848, 0.829)
C (5.283, -0.158, 0.004)
C (4.438, -0.706, -0.959)
F (4.919, -1.681, -1.741)
C (3.160, -0.268, -1.133)
C (2.686, 0.758, -0.302)
C (1.332, 1.244, -0.487)
O (0.636, 0.729, -1.421)
C (0.898, 2.237, 0.402)
C (1.765, 2.732, 1.352)
N (3.022, 2.336, 1.500)
C (3.518, 1.317, 0.681)
C (-0.500, 2.731, 0.438)
O (-0.911, 3.477, 1.281)
O (-1.283, 2.165, -0.478)
H (4.175, 4.727, 3.656)
H (2.475, 4.357, 3.483)
H (3.394, 4.966, 2.092)
H (3.740, 2.249, 3.456)
H (5.926, 3.292, 2.973)
H (5.459, 3.522, 1.291)
H (5.717, 0.859, 2.775)
H (6.781, 1.423, 1.500)
H (6.297, -0.528, 0.085)
H (2.519, -0.680, -1.898)
H (1.391, 3.492, 2.022)
O (-3.381, 0.735, -5.035)
P (-3.185, 2.072, -4.206)
O (-4.151, 3.118, -4.486)
O (-3.055, 1.485, -2.706)
O (-1.625, 2.393, -4.370)
P (-0.663, 3.818, -3.563)
O (-0.699, 0.196, -3.468)
O (-1.623, 3.705, -2.348)
O (0.338, 2.649, -3.049)
H (-3.961, 0.878, -5.795)
H (-0.018, -0.003, -4.111)
C (-1.885, -0.189, -1.209)
C (-2.275, -1.171, -0.599)
C (-2.717, -2.288, 0.087)
C (-3.956, -2.210, 0.819)
C (-4.205, -3.044, 1.925)
C (-5.386, -2.920, 2.629)
C (-6.334, -1.983, 2.232)
C (-6.096, -1.146, 1.147)
C (-4.909, -1.243, 0.453)
C (-1.922, -3.499, -0.010)
C (-0.538, -3.402, -0.227)
C (0.227, -4.544, -0.340)
C (-0.381, -5.794, -0.278)
C (-1.754, -5.904, -0.100)
C (-2.525, -4.765, 0.042)
H (-3.448, -3.741, 2.255)
H (-5.567, -3.544, 3.493)
H (-7.262, -1.896, 2.782)
H (-6.837, -0.417, 0.850)
H (-4.708, -0.595, -0.391)
H (-0.081, -2.423, -0.285)
H (1.296, -4.468, -0.485)
H (0.219, -6.689, -0.382)
H (-2.224, -6.877, -0.083)
H (-3.598, -4.848, 0.140)

Summary:
E_tot   -75531.994 eV
Orbital gap   6.657 eV
HOMO level   -11.6278 eV
Charge   +1

***

Entry 5:
A single C15H17N5OS molecule at a distorted geometry. Source: the Open Molecules 2025 dataset; level of theory: ωB97M-V/def2-TZVPD.

Cartesian coordinates (Å):
C (3.220, 1.170, 1.885)
C (4.445, 1.515, 1.048)
C (4.154, 1.586, -0.451)
C (3.708, 0.244, -1.038)
C (2.223, 0.004, -0.818)
O (1.399, 0.884, -0.897)
N (1.923, -1.310, -0.565)
C (0.677, -1.897, -0.347)
C (0.634, -3.280, -0.151)
C (-0.570, -3.919, 0.074)
C (-1.748, -3.199, 0.109)
C (-1.716, -1.819, -0.084)
C (-2.934, -1.039, -0.054)
N (-2.974, 0.232, -0.215)
N (-4.224, 0.682, -0.141)
C (-4.883, 1.874, -0.228)
C (-4.224, 3.174, -0.467)
N (-6.159, 1.650, -0.064)
N (-6.385, 0.336, 0.132)
C (-5.224, -0.244, 0.086)
S (-4.525, -1.812, 0.216)
C (-0.504, -1.167, -0.311)
H (3.452, 1.254, 2.945)
H (2.401, 1.847, 1.655)
H (2.883, 0.154, 1.693)
H (4.828, 2.488, 1.366)
H (5.233, 0.779, 1.231)
H (3.363, 2.315, -0.636)
H (5.055, 1.921, -0.967)
H (4.307, -0.570, -0.624)
H (3.858, 0.260, -2.121)
H (2.697, -1.960, -0.551)
H (1.551, -3.852, -0.176)
H (-0.588, -4.988, 0.224)
H (-2.689, -3.697, 0.284)
H (-3.670, 3.146, -1.404)
H (-3.521, 3.392, 0.336)
H (-4.982, 3.949, -0.511)
H (-0.493, -0.101, -0.460)

Summary:
E_tot   -36163.975 eV
Orbital gap   8.623 eV
HOMO level   -8.7923 eV
Charge   0
SMILES   CCCCC(=O)Nc1cccc(-c2nn3c(C)nnc3s2)c1

***

Entry 6:
A single C32H34N4O4 molecule at a distorted geometry. Source: the Open Molecules 2025 dataset; level of theory: ωB97M-V/def2-TZVPD.

Cartesian coordinates (Å):
C (-6.603, -0.621, 2.975)
O (-5.451, -0.085, 2.372)
C (-4.493, -0.933, 1.910)
C (-4.580, -2.321, 1.983)
C (-3.560, -3.113, 1.494)
C (-2.429, -2.542, 0.919)
C (-1.350, -3.369, 0.430)
N (-0.293, -2.832, -0.028)
N (0.723, -3.571, -0.487)
C (1.855, -2.973, -0.976)
O (2.801, -3.627, -1.352)
C (1.781, -1.481, -0.946)
C (2.611, -0.785, -0.109)
C (2.486, 0.622, -0.018)
C (3.341, 1.423, 0.870)
C (2.793, 2.555, 1.464)
C (3.536, 3.360, 2.305)
C (4.858, 3.038, 2.553)
C (5.434, 1.931, 1.956)
C (4.694, 1.109, 1.110)
O (5.184, 0.011, 0.484)
C (6.574, -0.287, 0.475)
C (6.679, -1.734, 0.002)
C (7.326, 0.658, -0.461)
N (1.567, 1.284, -0.683)
C (0.758, 0.629, -1.533)
C (-0.191, 1.375, -2.263)
C (-1.013, 0.755, -3.161)
C (-0.924, -0.629, -3.372)
C (-0.018, -1.382, -2.676)
C (0.833, -0.777, -1.733)
C (-2.351, -1.147, 0.840)
C (-3.356, -0.341, 1.328)
C (-3.232, 1.155, 1.231)
N (-3.462, 1.624, -0.130)
C (-3.238, 3.056, -0.229)
C (-3.439, 3.506, -1.675)
O (-4.725, 3.180, -2.148)
C (-4.946, 1.794, -2.043)
C (-4.800, 1.312, -0.601)
H (-7.208, 0.237, 3.266)
H (-7.172, -1.241, 2.276)
H (-6.357, -1.207, 3.867)
H (-5.443, -2.795, 2.424)
H (-3.645, -4.188, 1.565)
H (-1.478, -4.458, 0.482)
H (0.689, -4.594, -0.458)
H (3.330, -1.306, 0.500)
H (1.762, 2.784, 1.247)
H (3.091, 4.230, 2.763)
H (5.456, 3.653, 3.210)
H (6.471, 1.713, 2.160)
H (6.981, -0.212, 1.494)
H (6.172, -2.396, 0.699)
H (7.722, -2.029, -0.072)
H (6.205, -1.837, -0.971)
H (6.945, 0.546, -1.473)
H (7.192, 1.694, -0.157)
H (8.387, 0.423, -0.453)
H (-0.227, 2.441, -2.097)
H (-1.729, 1.327, -3.733)
H (-1.574, -1.097, -4.096)
H (0.063, -2.444, -2.856)
H (-1.482, -0.701, 0.385)
H (-3.932, 1.627, 1.941)
H (-2.212, 1.444, 1.499)
H (-2.213, 3.273, 0.079)
H (-3.932, 3.618, 0.424)
H (-3.348, 4.591, -1.757)
H (-2.679, 3.023, -2.306)
H (-5.959, 1.616, -2.410)
H (-4.225, 1.250, -2.672)
H (-4.942, 0.230, -0.565)
H (-5.571, 1.794, 0.027)

Summary:
E_tot   -47885.572 eV
Orbital gap   8.306 eV
HOMO level   -8.1140 eV
Charge   0
SMILES   COc1ccc(/C=N/NC(=O)c2cc(-c3ccccc3OC(C)C)nc3ccccc23)cc1CN1CCOCC1